{"formula": "C50H69IN3O5PS3", "method": "ωB97M-V/def2-TZVPD", "e_tot_ha": -4320.38753, "molar_mass_g_mol": 1046.20, "homo_lumo_gap_ev": 7.61, "e_homo_ev": -8.71, "spin_multiplicity": 1, "elements": ["I", "S", "S", "S", "P", "O", "O", "O", "O", "O", "N", "N", "N", "C", "C", "C", "C", "C", "C", "C", "C", "C", "C", "C", "C", "C", "C", "C", "C", "C", "C", "C", "C", "C", "C", "C", "C", "C", "C", "C", "C", "C", "C", "C", "C", "C", "C", "C", "C", "C", "C", "C", "C", "C", "C", "C", "C", "C", "C", "C", "C", "C", "C", "H", "H", "H", "H", "H", "H", "H", "H", "H", "H", "H", "H", "H", "H", "H", "H", "H", "H", "H", "H", "H", "H", "H", "H", "H", "H", "H", "H", "H", "H", "H", "H", "H", "H", "H", "H", "H", "H", "H", "H", "H", "H", "H", "H", "H", "H", "H", "H", "H", "H", "H", "H", "H", "H", "H", "H", "H", "H", "H", "H", "H", "H", "H", "H", "H", "H", "H", "H", "H"], "xyz": [[3.40570, 0.21875, -2.28193], [0.57991, 2.62078, -1.60382], [-5.59389, 3.79463, -1.36986], [-2.92998, 5.22304, -1.30111], [2.33389, 0.13663, -5.33527], [2.83950, 3.07979, 1.98751], [1.87130, 3.11223, -2.49896], [2.06546, 1.32615, -6.52954], [1.07419, 1.89373, -0.42519], [-0.06271, 3.84008, -1.09567], [-4.07590, 2.15454, 2.52859], [-3.87455, 3.34795, 0.58106], [1.32011, -1.18375, -5.82228], [-2.66741, 2.26154, 2.31024], [-1.22987, -2.97240, 3.26342], [-6.86873, -6.09745, 1.41870], [4.61684, -0.21112, 8.43838], [0.25570, -2.55399, 3.68175], [-0.60424, 1.56648, -2.58786], [-6.36160, -4.82122, 1.20710], [3.92912, 2.16040, 2.13547], [-0.38213, -2.55358, -0.58183], [-2.62231, 3.19483, -3.37218], [5.23056, 1.59819, 6.42032], [0.32751, 0.38798, -3.21272], [-4.68693, -8.03924, -5.02553], [-4.80897, -7.05095, 0.61762], [6.31865, 7.75265, -1.82014], [-2.60992, 3.03223, 1.09253], [2.23142, 0.89307, 3.58287], [1.84591, -0.56017, 4.15980], [3.36366, 0.71365, 2.49790], [-2.95229, -7.35560, -2.96376], [-2.35742, 4.72763, -2.96055], [-4.30513, -5.77453, 0.39734], [-2.77130, 0.24746, -1.86906], [1.79824, 0.84025, -3.60635], [-4.75245, 2.78523, 1.55376], [-1.29727, -2.27152, 0.69575], [4.07833, 8.16598, -1.04311], [6.04656, 0.49415, 6.63489], [1.99793, 2.41693, -3.75771], [0.45916, -0.98742, 3.48906], [0.16044, -1.02655, -2.55937], [0.45739, -1.25382, -1.04695], [-6.09215, -7.21242, 1.12558], [-1.67100, 1.04169, -1.57157], [4.52653, 6.28623, -2.47781], [-2.49599, -8.12050, -4.03099], [5.42315, 8.51460, -1.07896], [-3.36291, -8.46024, -5.06250], [4.11049, 1.80131, 7.21894], [3.13520, 4.09882, 1.02963], [-4.27384, -6.92699, -2.93104], [-5.14172, -7.26985, -3.96091], [5.86973, 6.63988, -2.52104], [-1.32824, 2.37972, -3.73681], [3.63009, 7.05127, -1.74111], [3.80556, 0.89789, 8.23005], [5.73816, -0.41209, 7.64267], [-5.08003, -4.65978, 0.69393], [-4.12802, 4.06033, -0.62418], [-1.20717, -3.47188, 1.75113], [1.02973, -3.14723, 3.12961], [2.95643, 0.25049, 1.55623], [-5.85002, 2.89514, 1.45579], [-2.82931, 5.41615, -3.72217], [6.56784, 6.04699, -3.10110], [-0.27414, -4.08338, 1.63333], [0.39250, -2.75580, 4.78352], [0.15806, -0.44693, -0.33498], [1.40926, -2.01260, -5.23620], [3.47501, 2.66375, 7.05310], [-4.68516, -3.66395, 0.52522], [-3.17397, 3.30980, -4.35867], [-1.50276, 1.27733, -0.47975], [6.92259, 0.33890, 6.01584], [-6.48711, -8.20776, 1.29292], [-0.88693, -1.38352, -2.78764], [-3.36599, 2.69079, -2.71263], [-1.11329, -1.27588, 1.17147], [-2.38261, -2.27591, 0.36578], [-1.81044, 1.86130, 2.88555], [-1.62625, 3.30224, 0.64518], [-2.27661, -7.09249, -2.15739], [1.52251, -1.51751, -0.78807], [4.24536, 4.32889, 1.00260], [-3.30590, -5.64817, -0.00555], [4.17734, 5.41419, -3.01916], [3.08847, 2.53133, -4.04155], [-3.65177, 0.55246, -2.49311], [-1.47589, -3.88241, 3.89004], [3.37867, 8.76332, -0.46967], [0.34538, -0.92362, -5.99697], [0.35046, -3.34862, -0.24686], [6.37247, -1.27542, 7.80774], [-7.87038, -6.22377, 1.81349], [-3.00646, -9.05465, -5.89605], [2.57556, 1.55511, 4.42498], [1.32682, 1.32172, 3.06521], [2.60074, 5.03019, 1.35937], [-0.38726, -0.43256, 3.98819], [-1.46420, -8.45182, -4.05843], [1.74825, -0.44039, 5.26873], [-4.20176, -7.92014, 0.39228], [-2.81871, -0.78045, -1.41817], [4.51346, 2.03508, 1.17377], [0.82219, -1.73907, -3.14303], [-1.24725, 4.90779, -3.05559], [0.54540, -0.68121, 2.41073], [-0.58813, 3.15506, -4.11132], [2.64535, -1.28076, 3.83882], [-4.62769, -6.32615, -2.10260], [-2.08041, -4.17489, 1.59323], [2.83637, 3.83850, -0.01942], [1.43167, 2.87172, -4.60936], [5.77349, 9.38095, -0.53009], [-0.16445, 0.25484, -4.23189], [1.16228, 1.69526, -6.43126], [4.62294, 2.51059, 2.96168], [-0.96684, -3.01306, -1.42149], [4.19337, 0.08578, 2.91763], [7.36695, 8.02646, -1.85122], [-1.56606, 1.76960, -4.65903], [2.93472, 1.05784, 8.85519], [5.46763, 2.30201, 5.63031], [-6.96521, -3.95207, 1.44092], [-1.97552, -2.15175, 3.41336], [-5.36454, -8.30999, -5.82699], [4.37518, -0.91942, 9.22266], [2.58130, 6.77764, -1.71122], [-6.17307, -6.93745, -3.93418]]}